Record 1
{
  "formula": "H48O24",
  "method": "wB97M-V/def2-TZVPD",
  "species": ["O", "O", "O", "O", "O", "O", "O", "O", "O", "O", "O", "O", "O", "O", "O", "O", "O", "O", "O", "O", "O", "O", "O", "O", "H", "H", "H", "H", "H", "H", "H", "H", "H", "H", "H", "H", "H", "H", "H", "H", "H", "H", "H", "H", "H", "H", "H", "H", "H", "H", "H", "H", "H", "H", "H", "H", "H", "H", "H", "H", "H", "H", "H", "H", "H", "H", "H", "H", "H", "H", "H", "H"],
  "coordinates": [[-2.854289, 2.369210, 2.271523], [0.126257, -0.489156, -2.940142], [2.415800, 3.328332, -0.390551], [-2.275580, 2.493567, -0.544728], [-2.929508, 1.226442, -3.991988], [-1.231683, -0.405397, -5.336855], [-2.316384, -0.080457, 5.239472], [-2.587659, -2.282711, -0.138885], [2.177183, 1.495922, -2.500761], [2.263610, -4.158447, 4.273253], [4.789008, -1.431739, 1.060611], [2.059505, 1.156346, -5.601758], [-2.318759, -1.983634, -3.357217], [0.781364, -1.746355, 1.884462], [-0.900929, -3.798960, 1.326896], [-3.317279, 0.210319, -1.439763], [1.723158, -0.247954, 3.921356], [0.154650, -0.661280, 6.080732], [1.829714, -3.983691, 1.455657], [-2.582906, 4.990412, -1.947446], [0.550367, 3.951532, 3.622256], [-0.209142, 0.270920, 0.192992], [2.129319, -2.660540, -3.640485], [1.138031, 2.067541, 1.641346], [-0.701426, -0.535845, -6.123016], [2.012928, 2.031381, -1.724527], [-3.357191, 0.403293, -2.376456], [-2.518121, 2.892424, 2.999164], [-1.423986, -0.317641, 5.491646], [0.498440, -1.362214, -3.064548], [0.638906, 1.402047, 1.167824], [0.895634, 3.456220, 2.879503], [3.292301, 3.141472, -0.054307], [1.824361, -3.366925, -3.071058], [-0.638234, 0.014283, -4.714029], [0.865330, 4.844547, 3.482434], [-2.531320, 2.791124, 0.328366], [-2.419584, 2.036499, -3.995905], [3.908369, -1.101549, 1.238616], [-2.509649, 0.675366, -4.652495], [1.446013, -0.770588, 3.168840], [-3.389976, 1.065174, -1.015306], [2.998914, -2.940840, -3.925907], [-3.308958, -2.633426, 0.383564], [0.886623, 0.087601, -2.866457], [2.496051, 4.187062, -0.805729], [-2.207658, -1.467739, -4.155802], [-2.679246, 4.060778, -1.740749], [-1.639522, 5.117397, -2.048024], [5.372910, -0.769104, 1.429663], [1.380228, -4.188947, 4.640586], [1.761289, 0.649092, 3.589570], [0.392307, -0.046231, 6.774610], [2.129671, -3.998665, 3.339035], [2.077701, 1.519931, -4.716482], [1.449622, -2.393590, 1.659197], [2.205310, -4.733764, 0.994633], [-3.752972, 2.156971, 2.523620], [-1.317813, -4.658705, 1.384078], [0.776641, -0.480140, 5.376077], [-2.972199, -1.547241, -0.615776], [-1.560688, 1.876602, -0.388164], [3.078579, 1.191419, -2.395905], [-0.027718, -2.252483, 1.958307], [1.741578, 1.874087, -6.149486], [1.532088, 2.605676, 0.954799], [0.892202, -4.031929, 1.268610], [-1.669617, -1.628633, -2.749917], [-0.308886, -0.060526, -0.699438], [-2.489812, -0.599447, 4.454101], [-1.415585, -3.325705, 0.673148], [-0.327680, -0.498788, 0.749518]],
  "forces_ev_per_a": [[-0.008, 0.032, -0.390], [-0.569, 0.148, 0.327], [0.063, 0.031, -0.225], [-0.148, 0.522, -0.606], [-0.430, 0.356, 0.248], [-0.288, 0.168, -0.772], [-1.139, 0.307, -0.332], [0.370, -0.747, 0.573], [-0.138, -0.393, -0.766], [0.200, -0.130, 0.410], [0.073, -0.139, -0.309], [-0.065, -0.280, -0.193], [-0.446, -0.694, 0.347], [-0.361, 1.252, 0.069], [0.375, -0.689, 0.442], [-0.277, -1.134, 0.626], [0.577, 0.408, 0.651], [-0.429, -0.306, 0.843], [0.835, -0.575, -0.192], [-0.198, 0.534, -0.354], [-0.135, 0.412, 0.455], [-0.281, 0.467, -0.278], [-0.233, 0.202, 0.075], [0.605, 0.372, 0.927], [0.028, -0.100, -0.299], [-0.115, 0.420, 0.484], [0.107, 0.025, -0.666], [0.332, 0.120, 0.278], [0.880, -0.164, 0.390], [0.315, -0.341, -0.314], [-0.471, -0.496, -0.357], [-0.092, -0.694, -0.412], [0.391, -0.124, 0.195], [-0.080, -0.282, 0.141], [0.550, -0.141, 0.675], [-0.005, 0.259, 0.114], [-0.075, 0.122, 0.769], [-0.004, 0.293, 0.110], [-0.288, 0.051, 0.149], [0.107, -0.332, -0.494], [-0.422, -0.523, -0.476], [0.197, 0.385, 0.217], [0.239, 0.032, -0.139], [-0.331, -0.010, 0.080], [0.619, 0.475, 0.218], [-0.132, 0.381, -0.138], [0.225, 0.029, -0.275], [0.091, -0.501, 0.328], [0.157, 0.017, 0.044], [0.171, 0.100, 0.174], [-0.168, 0.065, 0.209], [-0.072, 0.437, -0.121], [-0.031, 0.093, 0.259], [0.014, 0.004, -0.416], [0.012, 0.120, 0.509], [0.505, -0.140, -0.209], [0.432, -0.116, -0.045], [-0.238, -0.127, 0.073], [-0.087, -0.285, 0.222], [0.677, 0.082, -0.928], [-0.166, 1.038, -0.726], [0.295, -0.450, 0.206], [0.266, -0.206, -0.014], [-0.274, -0.311, 0.364], [-0.038, 0.173, -0.207], [-0.033, 0.169, -0.221], [-1.023, -0.214, -0.132], [-0.011, 0.259, 0.109], [-0.023, -0.119, -0.644], [-0.104, -0.039, -0.154], [-0.437, 0.754, -0.851], [0.160, -0.311, 0.348]],
  "max_force_ev_per_a": 1.3,
  "gap_ha": 0.347,
  "mol_weight_g_mol": 432.36,
  "multiplicity": 1,
  "relative_energy_kj_mol": 217.9
}

---

Record 2
{
  "formula": "H4N",
  "method": "wB97M-V/def2-TZVPD",
  "species": ["N", "H", "H", "H", "H"],
  "coordinates": [[0.010863, -0.001732, -0.012207], [1.023382, 0.026337, -0.018131], [-0.280007, -0.132375, 0.951115], [-0.354836, 0.883988, -0.368527], [-0.399401, -0.776218, -0.552250]],
  "forces_ev_per_a": [[-0.665, -0.089, -0.025], [0.434, -0.239, -0.344], [-0.209, 0.126, 0.422], [-0.036, 0.056, 0.028], [0.475, 0.147, -0.082]],
  "max_force_ev_per_a": 0.7,
  "gap_ha": 0.743,
  "mol_weight_g_mol": 18.04,
  "multiplicity": 1,
  "smiles": "[NH4+]",
  "total_charge": 1,
  "relative_energy_kj_mol": 2.4
}

---

Record 3
{
  "formula": "H4N2",
  "method": "wB97M-V/def2-TZVPD",
  "species": ["N", "N", "H", "H", "H", "H"],
  "coordinates": [[0.650022, -0.267975, -0.051814], [-0.693349, 0.127179, -0.063971], [-0.790430, 0.842813, -0.967350], [1.233334, 0.409704, 0.484871], [-0.959186, 0.675856, 0.790111], [0.819576, -0.942796, 0.502864]],
  "forces_ev_per_a": [[1.031, 6.958, -3.327], [-1.499, 2.864, -2.176], [0.179, -2.449, 3.301], [-0.355, 0.339, -1.112], [0.341, -0.514, -1.145], [0.302, -7.198, 4.459]],
  "max_force_ev_per_a": 8.5,
  "gap_ha": 0.399,
  "mol_weight_g_mol": 32.05,
  "multiplicity": 1,
  "smiles": "NN",
  "relative_energy_kj_mol": 98.4
}

---

Record 4
{
  "formula": "H4N2",
  "method": "wB97M-V/def2-TZVPD",
  "species": ["N", "N", "H", "H", "H", "H"],
  "coordinates": [[0.589601, -0.103196, 0.151345], [-0.753710, -0.058144, -0.233326], [-1.095610, -0.773710, 0.606333], [1.022410, 0.798205, -0.169091], [1.152880, -0.660583, -0.636627], [-0.915569, 0.797427, 0.281364]],
  "forces_ev_per_a": [[6.256, -0.561, -3.211], [-2.429, -2.190, 3.619], [0.021, 2.042, -3.052], [-0.640, -0.484, 0.802], [-1.676, 0.657, 2.134], [-1.532, 0.537, -0.293]],
  "max_force_ev_per_a": 7.1,
  "gap_ha": 0.372,
  "mol_weight_g_mol": 32.05,
  "multiplicity": 1,
  "smiles": "NN",
  "relative_energy_kj_mol": 107.1
}

---

Table of electronic energy (eV), in record order: -49921.831 -1547.849 -3042.987 -3042.897